One molecule with the formula H2O2. Source: the Open Molecules 2025 dataset; level of theory: ωB97M-V/def2-TZVPD.

Element x y z (Å)
O -0.69 0.03 -0.02
O 0.67 -0.02 -0.17
H -0.93 0.73 -0.58
H 0.94 -0.73 0.77

Properties
gap between HOMO and LUMO	10.35	eV
strongest force on any atom	6.7	eV Å⁻¹
net charge	0
energy relative to the best compared isomer or geometry (same formula, charge and spin)	100.2	kJ/mol